No. 1
Computed, not measured: a molecular structure, C19H31BBeBrCaClF9LiNO7S2 at a distorted geometry, with the ωB97M-V functional and the def2-TZVPD basis.

Computed properties:
Gap between HOMO and LUMO in eV: 3.401
Net charge: -1

The geometry in XYZ format:
```
75
C19H31BBeBrCaClF9LiNO7S2 | the Open Molecules 2025 dataset | the ωB97M-V functional and the def2-TZVPD basis
C -0.613 -1.163 0.372
C 0.381 -2.288 0.153
C 0.310 -3.031 -0.951
C 1.250 -4.018 -1.153
C 2.186 -4.185 -0.218
C 3.270 -5.215 -0.435
S 4.873 -4.321 -0.562
C 4.534 -2.750 -1.296
C 4.483 -2.850 -2.827
C 4.248 -1.424 -3.306
Br 3.390 -1.437 -5.032
O 5.351 -4.156 1.025
N 6.239 -2.979 1.151
O 6.122 -2.530 2.182
C 2.249 -3.436 0.931
C 1.333 -2.481 1.118
H -1.557 -1.380 -0.117
H -0.195 -0.228 -0.053
H -0.734 -1.010 1.444
H -0.422 -2.880 -1.718
H 1.245 -4.625 -2.038
H 3.340 -5.964 0.349
H 3.158 -5.708 -1.398
H 3.624 -2.279 -0.936
H 5.343 -2.057 -1.067
H 3.701 -3.509 -3.193
H 5.471 -3.172 -3.152
H 5.177 -0.894 -3.432
H 3.612 -0.869 -2.631
H 3.007 -3.581 1.681
H 1.369 -1.852 1.990
O 0.772 2.626 -4.686
C 0.469 1.961 -3.649
C 1.496 0.745 -3.402
O 1.124 0.111 -2.345
H -0.583 1.468 -3.624
H 0.457 2.503 -2.648
H 2.537 1.227 -3.378
H 1.540 0.154 -4.359
Be -2.280 1.846 -3.031
C -7.318 2.026 0.441
C -6.136 2.862 0.922
O -4.924 2.185 1.198
C -3.936 1.799 0.346
O -3.492 2.760 -0.402
C -4.212 0.484 -0.432
F -4.904 -0.391 0.316
F -3.024 -0.127 -0.728
F -4.878 0.646 -1.563
H -7.358 1.062 0.952
H -8.248 2.564 0.624
H -7.268 1.834 -0.633
H -6.376 3.256 1.901
H -5.969 3.726 0.288
H -3.230 1.469 1.134
Li -0.105 2.279 -0.799
F 4.644 1.099 -2.468
Ca -1.669 1.803 1.725
F -0.967 -5.027 -1.248
B 3.615 0.312 1.978
F 3.737 -0.600 0.933
F 2.348 0.963 1.867
F 3.660 -0.365 3.208
F 4.621 1.257 1.919
C -3.337 3.791 5.059
S -2.730 3.499 3.391
O -1.530 2.532 3.484
C -1.976 5.141 3.207
H -3.774 2.866 5.429
H -2.510 4.089 5.705
H -4.096 4.568 5.029
H -1.235 5.284 4.002
H -2.734 5.906 3.256
H -1.486 5.182 2.237
Cl -4.480 4.894 1.968
```

No. 2
Computed, not measured: a molecular structure, C15H29F6N6O7P2S3Tl, with the ωB97M-V functional and the def2-TZVPD basis.

Computed properties:
Gap between HOMO and LUMO (alpha / beta) in eV: 6.080 / 6.006
Net charge: +2
Energy relative to the best compared isomer or geometry (same formula, charge and spin) in kcal/mol: 8.9

The geometry in XYZ format:
```
69
C15H29F6N6O7P2S3Tl | the Open Molecules 2025 dataset | the ωB97M-V functional and the def2-TZVPD basis
Tl 1.215 -1.184 -0.746
C -3.892 2.236 0.308
N -3.019 1.258 -0.308
C -3.184 -0.127 0.055
P -1.695 1.748 -1.341
O -0.883 0.593 -1.697
O -1.074 2.853 -0.425
P 0.193 2.551 0.632
O 0.102 1.132 1.044
N 1.451 3.082 -0.251
C 2.768 2.922 0.382
C 1.510 3.135 -1.713
N 0.016 3.587 1.858
C 0.116 5.039 1.688
C -0.608 3.169 3.116
N -2.383 2.528 -2.575
C -2.903 3.897 -2.532
C -2.774 1.745 -3.769
H -4.789 1.744 0.675
H -4.150 3.023 -0.397
H -3.354 2.693 1.146
H -4.244 -0.377 0.097
H -2.758 -0.226 1.067
H -2.622 -0.775 -0.608
H 2.668 2.880 1.466
H 3.398 3.775 0.131
H 3.262 2.009 0.039
H 0.565 3.468 -2.133
H 1.776 2.173 -2.157
H 2.268 3.866 -1.996
H 0.651 5.279 0.773
H 0.661 5.466 2.529
H -0.876 5.497 1.654
H -0.707 2.088 3.146
H -1.593 3.630 3.230
H 0.011 3.487 3.955
H -2.483 4.449 -1.696
H -3.995 3.902 -2.475
H -2.622 4.400 -3.457
H -2.264 0.786 -3.775
H -2.481 2.305 -4.655
H -3.854 1.593 -3.790
F -3.119 -2.049 -2.950
C -2.526 -3.256 -2.982
F -3.328 -4.140 -2.423
F -2.280 -3.578 -4.236
S -0.952 -3.100 -2.043
O -1.304 -2.387 -0.816
O -0.033 -2.358 -2.892
N -0.591 -4.601 -1.823
S 0.761 -4.925 -1.061
O 1.148 -3.826 -0.171
O 0.745 -6.248 -0.543
C 2.084 -4.917 -2.367
F 3.028 -5.774 -2.014
F 1.588 -5.249 -3.543
F 2.629 -3.696 -2.456
S 1.317 -2.533 2.600
C 2.711 -3.264 3.261
N 2.551 -4.088 4.344
C 3.543 -4.754 4.926
C 4.833 -4.633 4.431
C 5.056 -3.820 3.335
C 3.995 -3.133 2.747
H 1.605 -4.197 4.696
H 3.283 -5.374 5.772
H 5.637 -5.180 4.902
H 6.055 -3.721 2.930
H 4.138 -2.501 1.884
```

No. 3
Computed, not measured: a gas-phase ion, C17H27N2O6S2 (charge +1) at a distorted geometry, with the ωB97M-V functional and the def2-TZVPD basis.

Computed properties:
SMILES: CC(C)CNS(=O)(=O)c1ccc(S(=O)(=O)[NH+]2CCC3(CC2)OCCO3)cc1
Gap between HOMO and LUMO in eV: 8.936
Net charge: +1
Energy relative to the best compared isomer or geometry (same formula, charge and spin) in kcal/mol: 0.0

The geometry in XYZ format:
```
54
C17H27N2O6S2 | the Open Molecules 2025 dataset | the ωB97M-V functional and the def2-TZVPD basis
C -7.362 -0.718 -0.414
C -7.015 -1.087 1.025
C -7.004 -2.604 1.210
C -5.677 -0.461 1.446
N -4.538 -0.900 0.654
S -4.169 -0.075 -0.731
O -4.145 -0.951 -1.861
O -4.846 1.179 -0.784
C -2.434 0.376 -0.414
C -1.572 0.431 -1.496
C -0.283 0.913 -1.326
C 0.099 1.319 -0.058
S 1.719 2.011 0.167
O 2.348 2.379 -1.045
O 1.825 2.791 1.344
N 2.748 0.469 0.668
C 2.759 -0.543 -0.396
C 3.646 -1.723 -0.016
C 5.082 -1.234 0.268
C 5.026 -0.158 1.377
C 4.106 0.975 0.948
O 5.867 -2.328 0.649
C 7.113 -2.229 -0.023
C 6.749 -1.466 -1.298
O 5.650 -0.664 -0.892
C -0.751 1.272 1.034
C -2.039 0.795 0.846
H -8.331 -1.130 -0.682
H -7.396 0.361 -0.537
H -6.620 -1.111 -1.108
H -7.775 -0.663 1.690
H -6.334 -3.084 0.498
H -8.001 -3.003 1.043
H -6.696 -2.871 2.219
H -5.723 0.622 1.329
H -5.462 -0.702 2.492
H -4.546 -1.894 0.481
H -1.930 0.103 -2.459
H 0.406 1.006 -2.150
H 2.359 0.076 1.529
H 1.736 -0.875 -0.587
H 3.161 -0.062 -1.292
H 3.676 -2.435 -0.840
H 3.275 -2.242 0.868
H 6.028 0.238 1.537
H 4.691 -0.626 2.303
H 4.033 1.746 1.717
H 4.481 1.424 0.025
H 7.481 -3.237 -0.201
H 7.831 -1.670 0.589
H 7.539 -0.810 -1.658
H 6.435 -2.147 -2.097
H -0.413 1.636 1.991
H -2.743 0.756 1.661
```

No. 4
Computed, not measured: a molecular structure, C48H36As2Br4N3O2STeV at a distorted geometry, with the ωB97M-V functional and the def2-TZVPD basis.

Computed properties:
<S²>: 0.779
Spin multiplicity: 2
Gap between HOMO and LUMO (alpha / beta) in eV: 5.596 / 4.987
Net charge: -1

The geometry in XYZ format:
```
98
C48H36As2Br4N3O2STeV | the Open Molecules 2025 dataset | the ωB97M-V functional and the def2-TZVPD basis
V 1.044 -0.386 -0.157
Br 6.643 -1.974 -3.626
C 5.438 -1.524 -2.236
C 5.752 -1.830 -0.924
Br 7.393 -2.675 -0.497
C 4.848 -1.519 0.090
Br 5.283 -1.802 1.914
C 3.614 -0.945 -0.192
O 2.717 -0.675 0.690
C 3.333 -0.518 -1.539
O 2.283 0.210 -1.710
C 4.250 -0.851 -2.528
Br 3.844 -0.346 -4.316
C -1.137 2.286 -1.258
C 0.266 2.844 -1.018
As 1.216 1.965 0.460
C 0.481 2.953 1.993
C 1.239 2.879 3.159
C 0.852 3.554 4.300
C -0.318 4.296 4.300
C -1.097 4.352 3.159
C -0.696 3.689 2.010
C 2.871 3.034 0.392
C 2.853 4.412 0.605
C 4.028 5.141 0.620
C 5.243 4.507 0.418
C 5.277 3.142 0.200
C 4.099 2.414 0.192
As -1.176 0.299 -1.289
C -2.503 0.117 -2.777
C -3.373 1.136 -3.159
C -4.330 0.936 -4.138
C -4.459 -0.303 -4.742
C -3.644 -1.345 -4.332
C -2.683 -1.136 -3.358
C -2.652 -0.291 -0.128
C -2.620 -1.663 0.118
C -3.627 -2.290 0.825
C -4.689 -1.542 1.306
C -4.740 -0.182 1.064
C -3.731 0.440 0.344
H -1.475 2.647 -2.238
H -1.839 2.647 -0.496
H 0.235 3.934 -0.857
H 0.886 2.658 -1.906
H 2.145 2.275 3.148
H 1.467 3.511 5.185
H -0.624 4.832 5.186
H -2.015 4.925 3.155
H -1.324 3.753 1.128
H 1.905 4.917 0.778
H 3.999 6.208 0.793
H 6.160 5.075 0.443
H 6.221 2.643 0.041
H 4.135 1.344 0.033
H -3.329 2.110 -2.688
H -4.982 1.751 -4.427
H -5.199 -0.456 -5.515
H -3.758 -2.325 -4.776
H -2.057 -1.963 -3.039
H -1.778 -2.241 -0.261
H -3.588 -3.357 1.005
H -5.467 -2.029 1.876
H -5.571 0.398 1.442
H -3.794 1.504 0.153
N 0.197 -4.282 -1.367
C 0.126 -3.649 -2.576
C -0.235 -4.110 -3.829
C -0.149 -3.208 -4.877
C 0.256 -1.895 -4.668
C 0.584 -1.421 -3.408
C 0.534 -2.315 -2.340
N 0.866 -2.173 -1.007
C 0.729 -3.384 -0.459
C 1.130 -3.843 0.830
C 0.580 -4.931 1.487
S 1.477 -5.289 2.912
C 2.547 -3.972 2.497
N 2.243 -3.335 1.438
H 0.110 -5.268 -1.195
H -0.522 -5.140 -3.979
H -0.411 -3.532 -5.873
H 0.339 -1.225 -5.510
H 0.920 -0.400 -3.282
H -0.315 -5.472 1.257
H 3.394 -3.753 3.113
Te 0.176 -1.069 2.290
C -1.605 -0.526 3.329
C -2.021 -1.343 4.376
C -3.146 -1.047 5.113
C -3.907 0.070 4.804
C -3.502 0.896 3.770
C -2.355 0.607 3.055
H -1.429 -2.218 4.609
H -3.437 -1.688 5.935
H -4.802 0.292 5.370
H -4.088 1.771 3.520
H -2.028 1.278 2.268
```

No. 5
Computed, not measured: a single C2H5BO molecule at a distorted geometry, with the ωB97M-V functional and the def2-TZVPD basis.

Computed properties:
SMILES: BCC=O
Gap between HOMO and LUMO in eV: 9.836
Energy relative to the best compared isomer or geometry (same formula, charge and spin) in kcal/mol: 76.4

The geometry in XYZ format:
```
9
C2H5BO | the Open Molecules 2025 dataset | the ωB97M-V functional and the def2-TZVPD basis
B -0.635 -1.114 -0.552
C -0.022 0.482 -0.360
C 0.957 0.722 0.822
O 0.485 0.850 1.934
H -1.862 -1.059 -0.357
H -0.225 -2.230 -0.673
H 0.170 0.805 -1.400
H -0.900 0.913 0.034
H 2.033 0.631 0.553
```